{"formula": "C28H29N2O3P2ReSTe", "method": "ωB97M-V/def2-TZVPD", "orbital_gap_ev": [6.117, 5.980], "total_energy_ha": -2846.62920, "total_charge": 1, "e_above_lowest_kj_mol": 101.9, "lumo_energy_ev": [-4.2, -4.4], "spin_multiplicity": 2, "species": ["C", "C", "H", "H", "H", "H", "H", "C", "Re", "H", "C", "H", "C", "H", "C", "H", "C", "C", "N", "H", "H", "Te", "H", "H", "H", "C", "C", "H", "C", "C", "C", "C", "H", "C", "H", "H", "C", "C", "C", "S", "O", "C", "P", "C", "H", "H", "H", "C", "H", "C", "H", "C", "O", "C", "H", "H", "H", "H", "C", "P", "N", "C", "H", "H", "C", "O", "C"], "xyz": [[2.42332, -1.15639, -1.63979], [0.11179, -2.67735, -2.20461], [1.33477, 2.30089, 1.85956], [-1.38750, 1.57941, 2.52535], [-6.62929, 0.93835, 0.71175], [3.50639, 6.44378, -3.34780], [-4.43305, 4.36575, -0.57721], [3.51909, 5.39269, -3.09401], [-0.43330, 0.65416, -0.73778], [0.82908, -3.49000, -2.32233], [1.01943, -2.02044, 2.94826], [-2.03224, -4.22811, 3.49745], [1.45386, -3.33092, 3.07120], [-1.06204, -6.66221, 3.78292], [-1.22615, -6.17866, 2.83073], [1.61222, -4.18594, -0.20098], [2.34991, 4.83035, -2.58188], [3.50017, 2.70106, -2.42543], [0.04596, 3.48824, -1.53068], [3.47720, 1.65299, -2.16143], [-0.67324, 0.39664, 3.64065], [-2.55236, -2.69706, 0.63997], [-0.84535, -3.07172, -1.86300], [5.54617, 5.07801, -3.65910], [2.93846, -0.45766, -0.98313], [-4.48555, 3.30851, -0.34495], [1.14087, 2.81726, -1.71867], [0.85899, -1.42361, 3.83850], [-3.32470, 2.53112, -0.49334], [-1.05351, 0.54595, 2.62998], [2.33448, 3.46260, -2.24328], [-4.57876, 0.60384, 0.23387], [-2.22972, 4.24984, -1.24890], [0.99777, -2.26296, 0.54965], [-1.89415, -0.12412, 2.45043], [1.99577, -5.13157, 2.03854], [1.62851, 1.25145, 1.90753], [-1.74778, -4.87276, 2.67747], [-5.70632, 1.39103, 0.37436], [-1.35907, -5.76121, 0.31818], [1.29644, 5.64438, -2.43693], [-1.88246, -4.49627, 1.35983], [0.72515, -1.42813, -1.04199], [4.64792, 4.62224, -3.26297], [2.39781, -0.73705, -2.64562], [-0.03122, -2.19590, -3.17298], [2.46378, 1.09058, 1.22686], [-5.66707, 2.75487, 0.08581], [-4.61066, -0.45402, 0.45793], [0.78447, -1.48939, 1.68486], [0.54660, 5.12952, -2.07572], [4.64769, 3.26549, -2.92871], [1.21890, 1.50829, -1.41929], [-2.14339, 3.20533, -0.95693], [1.62305, -3.75247, 4.05331], [-0.57530, -7.76769, 1.45975], [2.95922, -2.10588, -1.65396], [1.93642, 1.00586, 2.92427], [1.44531, -3.57297, 0.67658], [0.23030, 0.21479, 1.40065], [-0.97721, 2.66925, -1.05358], [-0.96090, -6.77422, 1.62810], [-6.55137, 3.36593, 0.19607], [5.53776, 2.66747, -3.06487], [-3.37738, 1.15328, -0.20017], [-2.31975, 0.33202, -0.32598], [1.66572, -4.10652, 1.93767]], "forces_ev_per_a": [[0.0, 0.0, -0.1], [-0.1, 0.0, 0.0], [0.0, 0.0, 0.0], [0.0, 0.0, 0.0], [0.0, 0.0, 0.0], [0.0, 0.0, 0.0], [0.0, 0.0, 0.0], [0.1, 0.0, 0.0], [-0.1, 0.5, -1.2], [0.0, 0.0, 0.0], [0.0, 0.0, 0.0], [0.0, 0.0, 0.0], [0.0, 0.0, 0.0], [0.0, 0.0, 0.0], [0.0, 0.1, 0.0], [0.0, 0.0, 0.0], [0.0, 0.0, 0.0], [0.0, 0.0, 0.0], [-0.1, -0.1, 0.1], [0.0, 0.0, 0.0], [0.0, 0.0, 0.0], [0.0, 0.0, 0.1], [0.0, 0.0, 0.0], [0.0, 0.0, 0.0], [0.0, 0.0, 0.0], [0.1, 0.0, 0.0], [-0.1, -0.3, 0.0], [0.0, 0.0, 0.0], [0.1, 0.1, 0.0], [0.0, 0.0, 0.0], [0.1, 0.0, 0.0], [-0.1, -0.1, 0.0], [0.0, 0.0, 0.0], [0.0, -0.1, -0.1], [0.0, 0.0, 0.0], [0.0, 0.0, 0.0], [0.0, 0.0, 0.0], [0.0, -0.1, 0.1], [0.0, 0.0, 0.0], [0.0, 0.0, 0.0], [-0.1, 0.0, 0.0], [0.0, 0.0, 0.0], [-0.1, 0.0, 0.2], [0.0, 0.0, 0.0], [0.0, 0.0, 0.0], [0.0, 0.0, 0.0], [0.0, 0.0, 0.0], [0.0, -0.1, 0.0], [0.0, 0.0, 0.0], [0.0, 0.1, 0.1], [0.0, 0.0, 0.0], [0.0, 0.0, 0.0], [0.2, 0.4, 0.5], [-0.1, 0.1, -0.1], [0.0, 0.0, 0.0], [0.0, 0.0, 0.0], [0.0, 0.0, 0.0], [0.0, 0.0, 0.0], [0.0, -0.1, 0.0], [0.0, -0.1, -0.2], [0.2, -0.2, 0.2], [0.0, 0.0, 0.0], [0.0, 0.0, 0.0], [0.0, 0.0, 0.0], [0.1, 0.0, -0.3], [0.0, -0.1, 0.8], [0.0, 0.0, 0.0]]}